A molecular structure, C5H7N. Source: the OMol25 dataset; level of theory: ωB97M-V/def2-TZVPD.

Each line ends with the Mulliken charge.
Positions of all 13 atoms, in Å:
C  0.64346  -1.55571  -0.01803  -0.582
C  0.99213  0.34101  -0.19996  0.449
C  1.13935  1.57435  0.12804  -0.969
C  -0.22914  -0.53077  -0.54028  0.379
C  -1.50098  -0.10077  0.24686  -1.264
N  1.69837  -0.79867  0.07335  -0.585
H  0.55405  -2.56065  0.08997  0.531
H  2.06668  1.97387  0.52498  0.324
H  0.34458  2.22502  -0.20414  0.284
H  -0.28408  -0.69101  -1.57020  0.412
H  -1.05386  0.16674  1.17525  0.405
H  -2.27868  -0.81423  0.45959  0.348
H  -2.09188  0.77081  -0.16543  0.268

Calculated values
Relative energy (zero: lowest compared OMol25 entry of this formula, charge and spin)   37.3 kcal per mole
Spin multiplicity   3
Net charge   0
Frontier orbital gap (alpha / beta)   6.90 / 6.73 eV
Electronic energy   -6781.979 eV